71
Properties=species:S:1:pos:R:3:forces:R:3 method="wB97M-V/def2-TZVPD" spin_multiplicity=1 mol_weight_g_mol=484.59 smiles="CCCCN(C)C(=O)[C@H]1CCC(=O)N(c2cc(OC)c(OC)c(OC)c2)[C@@H]1c1ccc(OC)cc1" homo_energy_ev=-8.0 de_lowest_kcal_mol=68.8 lumo_ev=0.6
C 0.696 5.972 3.595 -0.18 -0.20 0.03
C 0.360 4.486 3.574 0.33 0.09 -0.05
C 1.594 3.633 3.290 -0.45 -0.23 0.13
H 2.023 3.920 2.328 0.08 0.00 -0.07
H 2.350 3.822 4.055 0.11 0.02 -0.01
C 1.254 2.139 3.275 -0.03 0.44 -0.22
N 2.411 1.312 3.003 0.07 -0.07 0.29
C 2.906 1.006 1.784 -0.33 0.25 -0.01
O 3.892 0.302 1.650 0.32 -0.24 -0.28
C 2.188 1.531 0.542 0.49 -0.30 -0.26
C 3.196 2.128 -0.434 -0.14 0.11 0.09
C 2.448 2.610 -1.665 0.09 -0.02 0.00
C 1.452 1.623 -2.252 0.35 0.49 -0.23
O 1.073 1.751 -3.398 0.03 0.10 -0.14
N 0.976 0.642 -1.434 -0.25 -0.18 0.24
C -0.002 -0.258 -1.931 -0.54 -0.27 -0.56
C -1.141 0.223 -2.543 0.03 -0.13 0.03
C -2.130 -0.644 -3.014 0.20 -0.08 0.20
C -1.985 -2.022 -2.829 -0.14 -0.25 -0.20
C -0.832 -2.500 -2.175 -0.08 0.05 -0.01
C 0.157 -1.629 -1.755 0.10 -0.09 -0.11
H 1.048 -2.008 -1.286 0.10 -0.08 0.09
O -0.773 -3.851 -1.980 -0.34 0.30 -0.20
C 0.270 -4.370 -1.193 0.18 -0.09 0.13
H 0.056 -5.433 -1.089 0.06 0.07 0.02
H 1.244 -4.246 -1.678 -0.03 0.01 0.03
H 0.292 -3.905 -0.202 0.01 0.00 -0.03
O -2.980 -2.903 -3.219 0.28 0.36 0.49
C -2.613 -3.856 -4.197 0.06 -0.19 -0.24
H -2.218 -3.367 -5.095 -0.04 0.01 0.04
H -1.870 -4.560 -3.816 -0.08 0.06 -0.05
H -3.529 -4.389 -4.446 0.05 -0.02 -0.06
O -3.186 0.001 -3.575 0.24 0.02 0.17
C -4.210 -0.702 -4.243 -0.40 -0.13 -0.14
H -3.822 -1.268 -5.094 -0.01 0.00 0.04
H -4.889 0.069 -4.608 0.05 -0.07 -0.01
H -4.744 -1.378 -3.573 0.03 0.09 -0.11
H -1.287 1.278 -2.699 0.00 0.11 -0.02
C 1.538 0.310 -0.129 0.13 0.02 0.42
C 0.479 -0.243 0.794 -0.08 0.04 0.07
C 0.767 -1.317 1.628 -0.10 0.13 -0.06
C -0.179 -1.799 2.507 -0.23 -0.02 0.14
C -1.448 -1.221 2.569 0.18 -0.02 -0.03
C -1.737 -0.139 1.745 -0.26 -0.05 0.20
C -0.775 0.344 0.876 0.25 -0.12 0.03
H -1.017 1.182 0.239 -0.04 0.08 -0.11
H -2.705 0.335 1.767 -0.12 0.02 0.03
O -2.311 -1.778 3.460 0.30 -0.10 -0.05
C -3.625 -1.278 3.528 -0.20 0.08 0.01
H -3.641 -0.232 3.854 0.00 -0.03 -0.03
H -4.139 -1.368 2.566 0.02 0.02 0.03
H -4.136 -1.891 4.269 -0.01 0.08 -0.06
H 0.036 -2.634 3.155 0.03 -0.11 0.09
H 1.745 -1.775 1.591 0.15 -0.06 -0.02
H 2.336 -0.439 -0.251 -0.11 0.10 0.09
H 1.870 3.509 -1.423 -0.01 -0.01 -0.05
H 3.137 2.883 -2.465 -0.14 -0.02 -0.01
H 3.931 1.366 -0.695 0.01 0.01 0.07
H 3.731 2.959 0.031 0.05 -0.03 -0.03
H 1.424 2.272 0.774 -0.09 -0.01 0.03
C 3.105 0.810 4.170 0.21 -0.17 -0.03
H 2.461 0.124 4.725 -0.01 0.01 0.04
H 3.400 1.634 4.822 -0.01 0.01 0.06
H 3.992 0.278 3.834 -0.06 0.04 0.13
H 0.870 1.846 4.256 -0.04 -0.03 -0.09
H 0.463 1.933 2.550 0.02 0.00 0.11
H -0.395 4.295 2.807 -0.08 -0.06 0.02
H -0.066 4.196 4.536 -0.09 -0.06 0.00
H -0.194 6.562 3.797 -0.03 0.14 0.01
H 1.105 6.285 2.637 0.06 0.08 -0.09
H 1.432 6.186 4.367 0.09 0.08 0.07